{
  "formula": "C31H38NO2V",
  "method": "ωB97M-V with the def2-TZVPD basis set",
  "charge": 0,
  "multiplicity": 3,
  "relative_energy_ev": 1.818,
  "lumo_energy_ev": [0.32, 0.27],
  "species": ["O", "C", "C", "H", "H", "C", "H", "H", "C", "H", "H", "H", "C", "H", "H", "H", "V", "C", "C", "C", "H", "C", "C", "H", "H", "H", "H", "C", "C", "C", "H", "C", "C", "H", "H", "H", "H", "O", "C", "C", "H", "H", "C", "H", "H", "C", "H", "H", "H", "H", "C", "C", "C", "C", "C", "C", "N", "C", "C", "C", "C", "C", "C", "H", "H", "H", "H", "H", "H", "H", "H", "H", "H"],
  "coordinates": [[-0.15775, 2.90018, -2.01296], [-0.36269, 2.73589, -3.49628], [-0.96611, 4.10283, -3.72048], [-1.06279, 1.91371, -3.67427], [0.54637, 2.59316, -4.09844], [-0.80387, 4.21100, -2.19931], [-1.98307, 4.09237, -4.12888], [-0.28135, 4.76627, -4.26577], [-2.13595, 4.35699, -1.47635], [-2.79570, 3.48443, -1.59043], [-2.68236, 5.22915, -1.87441], [-1.96583, 4.56145, -0.41354], [0.18715, 5.29672, -1.82821], [1.14623, 5.06304, -2.31105], [0.29350, 5.31425, -0.73736], [-0.16368, 6.28269, -2.16950], [0.65409, 0.27151, 1.34162], [3.05370, 0.17563, 1.75622], [3.01799, -0.96263, 0.91658], [2.37361, -0.62465, -0.30243], [3.53157, -1.89910, 1.10804], [2.05388, 0.78019, -0.26793], [2.50249, 1.29374, 1.01213], [2.50817, 2.34060, 1.30692], [3.62073, 0.26158, 2.69433], [2.25137, -1.28386, -1.17233], [1.67665, 1.37606, -1.09006], [-0.05419, 0.74174, 3.30772], [0.37899, 1.97130, 2.72527], [-0.37926, 2.18948, 1.52093], [1.10333, 2.65937, 3.16889], [-1.33997, 1.14258, 1.40505], [-1.15198, 0.25232, 2.51544], [-1.71920, -0.66240, 2.67571], [0.33896, 0.28691, 4.21138], [-0.28543, 3.04622, 0.84846], [-2.13553, 1.05879, 0.67754], [-2.77302, -0.03181, -2.49654], [-1.53616, 0.33110, -1.83540], [-0.32885, -0.24642, -2.60378], [-1.57696, 0.02176, -0.75960], [-1.47139, 1.44492, -1.80405], [-0.92170, -0.80484, -3.92896], [0.17677, -1.00897, -2.01125], [0.36768, 0.58724, -2.77945], [-2.43011, -0.70131, -3.74662], [-0.60358, -1.82214, -4.16489], [-0.59822, -0.16161, -4.76309], [-2.91391, -1.68125, -3.72670], [-2.89915, -0.11849, -4.52359], [-0.19101, -4.51313, -1.20864], [-0.98986, -3.35276, -1.08540], [-0.63104, -2.38266, -0.15701], [0.32502, -2.67214, 0.82752], [0.94117, -3.94614, 0.84568], [0.73910, -4.83969, -0.20524], [0.60221, -1.72903, 1.85549], [0.65610, -2.26809, 3.15676], [-0.30655, -3.23793, 3.52445], [-0.17657, -3.98219, 4.69475], [0.84075, -3.64295, 5.59180], [1.82985, -2.72134, 5.22948], [1.70252, -1.97245, 4.06017], [-0.34353, -5.20281, -2.04007], [-1.90663, -3.20721, -1.69730], [-1.18220, -1.43822, -0.11046], [1.53945, -4.21088, 1.72158], [1.30583, -5.77245, -0.21145], [-1.12751, -3.42462, 2.83659], [-0.86017, -4.82027, 4.87180], [0.80563, -4.03052, 6.60870], [2.70938, -2.58217, 5.85956], [2.41457, -1.17803, 3.81296]],
  "atomic_forces_ev_per_a": [[-0.4534, 1.0086, -2.5066], [0.3057, -0.9154, -0.1286], [0.3981, -0.3679, 0.3272], [0.2146, 0.1570, -0.0243], [0.0423, -0.3206, 0.6760], [-0.4480, 1.3384, 0.3509], [0.3096, 0.1990, 0.1898], [-0.5015, -0.0733, 0.0669], [-0.0736, 0.1707, 0.2780], [0.3319, 0.1428, 0.0038], [0.2896, -0.2645, 0.0484], [-0.1349, -0.2358, -0.0227], [-0.1236, -0.0008, 0.1890], [-0.1830, 0.1921, 0.2555], [0.2575, 0.1032, -0.1595], [0.0799, -0.2811, 0.1288], [2.7724, -3.2026, 0.1955], [0.4754, 0.6999, -1.0485], [0.2210, 1.1437, -0.4195], [0.0039, 0.8860, 0.0569], [-0.6050, -0.0588, 0.2351], [1.0404, -0.0225, 0.3872], [0.6966, -0.5029, -0.8643], [0.1238, -0.4278, -0.1395], [-0.6490, -0.0835, -0.4433], [-0.1222, 0.3291, 0.6470], [-0.0494, -0.0470, 0.1816], [-1.1363, 0.9184, 0.1282], [-1.0588, -0.0709, 0.0690], [-0.3664, 0.3536, 0.7143], [-0.0717, -0.5181, -0.4552], [-0.4495, 0.0119, 1.2103], [-0.3782, 0.8572, -0.0355], [0.3070, 0.2725, 0.0197], [-0.0959, 0.0775, -0.3079], [0.0842, -0.5116, 0.2045], [0.2470, 0.1054, 0.1089], [1.5261, -0.6093, -0.4636], [-0.4546, 0.8199, 0.6099], [-0.3720, 0.2022, 0.1030], [-0.0196, 0.0797, -1.3801], [-0.1793, -1.1044, 0.0855], [0.3536, 0.7792, 0.2401], [-0.0771, 0.0564, -0.2028], [-0.0383, -0.5937, -0.0224], [-0.9128, -0.0675, 0.6943], [-0.0065, 0.0898, 0.2214], [-0.1101, -0.2682, 0.1950], [0.0594, -0.0179, -0.0205], [-0.1374, 0.1384, -0.4743], [-0.5019, -0.1461, 0.2270], [0.4840, -0.3448, -0.5459], [-0.3301, -0.4168, 0.4070], [-0.1048, 0.1307, 1.0776], [-0.1142, 0.2623, -0.2058], [-0.1872, 0.7834, 0.0140], [-0.9375, -0.1853, -0.2514], [-0.0553, -0.2449, -0.2878], [0.4821, -0.1532, 0.0918], [-0.0518, 0.6433, -0.1633], [0.0908, -0.2407, 0.0969], [-0.5433, 0.3851, 0.1034], [-0.1247, -0.3174, -0.3518], [-0.1531, 0.1161, 0.3048], [0.9929, -0.0323, 0.1530], [0.2287, -0.7054, 0.2272], [0.0242, 0.0635, -0.4679], [-0.2829, 0.2069, -0.1758], [0.2071, -0.1410, 0.0227], [0.1159, 0.5613, 0.2556], [0.4074, -0.3831, -0.3365], [-0.4034, 0.1771, 0.0676], [-0.1746, -0.5851, 0.0348]]
}